(1)
Here is a structure of composition C5H9O4 in a non-equilibrium geometry from OMol25. Energies are from ωB97M-V/def2-TZVPD.

Positions of all 18 atoms, in Å:
C 1.178 -1.752 0.449
C 0.257 -0.623 0.286
C 0.527 0.287 -0.946
O -0.178 -0.239 -2.022
H 3.501 2.025 -0.648
O 1.095 1.376 -1.061
O 2.839 1.507 -0.052
C -0.975 -0.568 0.854
C -1.837 0.640 0.713
O -1.871 0.858 -0.711
H 2.065 -1.572 -0.155
H 1.426 -1.711 1.504
H 0.731 -2.736 0.260
H -0.779 0.435 -1.523
H -1.233 -1.409 1.520
H -2.846 0.475 1.200
H -1.371 1.507 1.249
H -2.528 1.498 -0.919

Summary:
**Frontier orbital gap (alpha / beta)**: 9.84 / 9.16 eV
**E_LUMO (alpha / beta)**: 0.419 / -0.288 eV
**Charge**: 0
**Spin multiplicity**: 2
**Relative energy (zero: lowest compared OMol25 entry of this formula, charge and spin)**: 87.7 kcal/mol

Here are the natural (NBO) charges for atoms 1 to 5, given in e: -0.6530 -0.0298 0.7329 -0.6933 0.4252

(2)
Here is a cluster of 2 separate species, C5H9OP in total in a non-equilibrium geometry from OMol25. Energies are from ωB97M-V/def2-TZVPD.

Positions of all 16 atoms, in Å:
C -2.492 -1.704 -0.047
C -2.505 -0.245 -0.029
P -1.224 0.818 0.068
O -1.338 2.248 0.046
H -1.663 -2.266 -0.496
H -3.130 -2.121 -0.783
H -2.638 -2.177 1.035
C 1.435 0.469 -1.284
C 1.408 1.162 -0.136
C 1.920 0.469 1.079
H 1.076 0.875 -2.294
H 1.749 -0.647 -1.306
H 1.297 2.160 0.027
H 1.854 -0.624 0.749
H 1.241 0.709 2.026
H 3.011 0.875 1.342

Summary:
**Frontier orbital gap (alpha / beta)**: 7.10 / 7.10 eV
**E_LUMO (alpha / beta)**: -1.367 / -1.358 eV
**Charge**: 0
**SMILES string**: CC#P=O.C=CC
**Relative energy (zero: lowest compared OMol25 entry of this formula, charge and spin)**: 125.3 kcal/mol

Here are the natural (NBO) charges for atoms 1 to 5, given in e: -0.7441 -0.4673 1.4583 -1.0364 0.2536

(3)
Here is a cluster of 2 separate species, C5H9OP in total in a non-equilibrium geometry from OMol25. Energies are from ωB97M-V/def2-TZVPD.

Positions of all 16 atoms, in Å:
C 1.029 0.388 3.217
C 1.537 0.407 2.124
C -1.970 -0.452 -1.947
C 1.935 0.554 0.833
C -0.013 -0.767 0.099
O 0.443 0.725 -2.054
P -0.631 0.299 -1.164
H 0.779 0.358 4.243
H -1.629 -1.212 -2.624
H -2.556 -0.945 -1.196
H -2.442 0.131 -2.739
H 1.548 1.486 0.368
H 2.769 0.066 0.343
H -0.213 -0.563 1.110
H 0.530 -1.755 -0.177
H -1.116 1.277 -0.434

Summary:
**Frontier orbital gap (alpha / beta)**: 8.35 / 8.18 eV
**E_LUMO (alpha / beta)**: 1.026 / -1.795 eV
**Charge**: 0
**Spin multiplicity**: 3
**Relative energy (zero: lowest compared OMol25 entry of this formula, charge and spin)**: 48.1 kcal/mol

Here are the natural (NBO) charges for atoms 1 to 5, given in e: -0.1930 -0.1010 -1.0637 -0.3732 -0.6650

(4)
Here is a cluster of 2 separate species, C5H9P in total in a non-equilibrium geometry from OMol25. Energies are from ωB97M-V/def2-TZVPD.

Positions of all 15 atoms, in Å:
C -1.304 -1.014 -1.233
C -0.236 -0.913 -0.769
C -2.355 -1.227 -2.177
C 0.312 0.334 2.152
C 2.318 1.105 0.439
P 1.553 -0.462 1.100
H -3.308 -1.349 -1.761
H -2.335 -0.220 -2.690
H -2.117 -1.965 -2.810
H -0.604 0.024 1.622
H 0.395 1.406 2.101
H 0.338 0.053 3.142
H 3.166 1.457 1.135
H 1.527 1.916 0.233
H 2.649 0.856 -0.483

Summary:
**Frontier orbital gap**: 8.41 eV
**E_LUMO**: -0.547 eV
**Charge**: 0
**Relative energy (zero: lowest compared OMol25 entry of this formula, charge and spin)**: 91.3 kcal/mol

Here are the natural (NBO) charges for atoms 1 to 5, given in e: -0.1814 -0.2678 -0.6671 -1.0126 -0.9700

(5)
Here is a cluster of 2 separate species, C5H9P in total in a non-equilibrium geometry from OMol25. Energies are from ωB97M-V/def2-TZVPD.

Positions of all 15 atoms, in Å:
C -0.462 0.464 -2.364
C -0.049 -0.258 1.648
C -1.014 1.054 -3.585
C -0.173 -1.672 1.935
C 1.202 0.358 2.156
P -0.159 0.067 -0.881
H -0.325 1.657 -4.319
H -1.673 1.910 -3.394
H -1.573 0.353 -4.201
H 0.839 -1.989 2.240
H -0.816 -2.034 1.167
H -0.655 -1.712 2.962
H 1.008 1.331 2.614
H 1.938 0.792 1.330
H 1.910 -0.323 2.693

Summary:
**Frontier orbital gap**: 7.72 eV
**E_LUMO**: 0.071 eV
**Charge**: 0
**Relative energy (zero: lowest compared OMol25 entry of this formula, charge and spin)**: 118.7 kcal/mol

Here are the natural (NBO) charges for atoms 1 to 5, given in e: -0.5215 0.1222 -0.7310 -0.8082 -0.8141

(6)
Here is the molecule C5H9PSi in a non-equilibrium geometry from OMol25. Energies are from ωB97M-V/def2-TZVPD.

Positions of all 16 atoms, in Å:
P -0.121 -2.546 -0.730
Si -0.394 -0.243 -1.710
C -0.162 0.705 -0.106
C -1.058 1.600 0.491
C -0.609 1.950 1.804
C 0.672 1.413 2.035
C 0.987 0.495 0.850
H 0.891 -3.667 -1.097
H -0.911 -3.219 -1.690
H 0.492 0.362 -2.718
H -1.750 -0.391 -2.350
H -1.961 1.853 -0.058
H -1.159 2.534 2.617
H 1.293 1.755 2.935
H 1.894 1.000 0.260
H 1.220 -0.573 1.042

Summary:
**Frontier orbital gap**: 8.65 eV
**E_LUMO**: 0.175 eV
**Charge**: 0
**SMILES string**: P[SiH2]C1=CC=CC1
**Relative energy (zero: lowest compared OMol25 entry of this formula, charge and spin)**: 19.6 kcal/mol

Here are the natural (NBO) charges for atoms 1 to 5, given in e: -0.2628 0.9002 -0.4436 -0.2152 -0.2535

(7)
Here is a structure of composition C5HBrI2N2O2 in a non-equilibrium geometry from OMol25. Energies are from ωB97M-V/def2-TZVPD.

Positions of all 13 atoms, in Å:
C -0.095 2.008 0.036
C 0.366 -0.695 0.026
C -1.227 1.182 0.046
C -1.080 -0.189 0.062
C 1.366 0.252 0.026
N 1.129 1.555 0.036
N 0.599 -2.107 -0.075
O -0.071 -2.838 0.614
O 1.446 -2.445 -0.867
Br -2.937 1.977 0.019
I -2.677 -1.509 0.005
I 3.395 -0.275 0.063
H -0.214 3.083 0.008

Summary:
**Frontier orbital gap**: 8.53 eV
**E_LUMO**: -1.063 eV
**Charge**: 0
**Relative energy (zero: lowest compared OMol25 entry of this formula, charge and spin)**: 0.0 kcal/mol

Here are the natural (NBO) charges for atoms 1 to 5, given in e: 0.0767 -0.0499 -0.2008 -0.1464 0.0849

(8)
Here is the ion C5HBrNO4S with charge -1 in a non-equilibrium geometry from OMol25. Energies are from ωB97M-V/def2-TZVPD.

Positions of all 13 atoms, in Å:
O 1.980 0.314 -1.845
C 0.809 0.356 -2.215
O 0.208 0.332 -3.258
C 0.025 0.584 -0.840
S -0.110 2.133 -0.155
C -0.420 1.547 1.448
C -0.424 0.192 1.489
Br -0.735 -0.715 3.122
C -0.174 -0.433 0.245
N -0.184 -1.796 -0.017
O -0.481 -2.551 0.909
O 0.081 -2.195 -1.138
H -0.574 2.232 2.256

Summary:
**Frontier orbital gap**: 7.82 eV
**E_LUMO**: 2.823 eV
**Charge**: -1
**SMILES string**: O=C([O-])c1scc(Br)c1[N+](=O)[O-]

Here are the natural (NBO) charges for atoms 1 to 5, given in e: -0.6932 0.7803 -0.6895 -0.1921 0.4905

(9)
Here is the ion C5HF9N5O4S with charge +1 in a non-equilibrium geometry from OMol25. Energies are from ωB97M-V/def2-TZVPD.

Positions of all 25 atoms, in Å:
O 1.637 -3.705 1.906
N 1.664 -3.231 0.915
O 2.202 -1.634 1.142
N 2.370 -1.052 -0.019
N 2.909 -1.566 -1.069
N 2.937 -0.606 -1.997
C 2.440 0.491 -1.488
N 2.023 0.239 -0.221
S 1.271 1.357 0.971
O 0.950 0.567 2.096
O 2.152 2.459 0.915
C -0.273 1.881 0.003
F 0.062 1.900 -1.284
F -0.401 3.110 0.465
C -1.652 1.149 0.219
F -2.522 1.909 -0.466
F -1.919 1.181 1.530
C -1.803 -0.288 -0.335
F -0.826 -1.044 0.210
F -1.591 -0.228 -1.664
C -3.201 -0.950 -0.028
F -3.032 -1.914 0.861
F -4.036 -0.034 0.446
F -3.708 -1.438 -1.147
H 2.349 1.448 -1.960

Summary:
**Frontier orbital gap**: 9.78 eV
**E_LUMO**: -5.793 eV
**Charge**: +1
**SMILES string**: O=NOn1nnc[n+]1S(=O)(=O)C(F)(F)C(F)(F)C(F)(F)C(F)(F)F

Here are the natural (NBO) charges for atoms 1 to 5, given in e: -0.0036 0.5478 -0.3481 0.3366 0.0431

(10)
Here is a structure of composition C60H101AlBClN15O4 in a non-equilibrium geometry from OMol25. Energies are from ωB97M-V/def2-TZVPD.

Positions of all 183 atoms, in Å:
Al -2.121 0.120 0.911
Cl -5.523 -1.035 -2.072
O -5.623 -2.389 -2.403
O -4.626 -0.762 -0.964
O -4.962 -0.280 -3.142
O -6.750 -0.561 -1.599
B 0.814 0.000 0.010
H 1.714 0.250 -0.529
H 1.037 -0.770 0.732
H 0.375 0.805 0.580
H 0.060 -0.377 -0.664
C 2.564 3.456 1.027
C 1.994 4.657 0.337
C 1.074 4.304 -0.853
C -0.111 3.489 -0.457
N -1.048 2.871 -0.074
H 3.395 2.962 0.522
H 1.836 2.673 1.238
H 3.017 3.741 1.977
H 2.717 5.395 -0.010
H 1.490 5.329 1.032
H 1.618 3.692 -1.573
H 0.759 5.237 -1.319
C 0.212 1.080 7.061
C 1.427 0.351 6.430
C 1.734 0.701 5.008
C 0.652 0.756 3.999
N -0.130 0.798 3.156
H 0.291 2.163 7.157
H 0.070 0.637 8.047
H -0.633 0.915 6.392
H 1.186 -0.708 6.518
H 2.294 0.551 7.058
H 2.461 0.021 4.564
H 2.142 1.710 4.966
C -5.123 2.963 -3.419
C -6.438 3.115 -2.637
C -6.127 3.656 -1.222
C -4.966 3.096 -0.450
N -4.098 2.652 0.124
H -4.432 3.804 -3.479
H -5.292 2.562 -4.418
H -4.616 2.164 -2.879
H -6.971 2.165 -2.664
H -7.073 3.771 -3.233
H -6.988 3.409 -0.601
H -6.018 4.741 -1.251
C -5.098 -6.805 -1.068
C -4.186 -5.622 -0.620
C -4.892 -4.875 0.476
C -4.176 -3.692 1.005
N -3.620 -2.812 1.478
H -4.541 -7.546 -1.641
H -5.707 -6.402 -1.877
H -5.733 -7.269 -0.313
H -3.969 -5.017 -1.501
H -3.204 -5.890 -0.231
H -5.196 -5.537 1.287
H -5.764 -4.387 0.040
C 1.739 -3.538 4.771
C 2.660 -3.537 3.532
C 1.899 -3.708 2.178
C 0.601 -3.009 2.007
N -0.458 -2.538 1.886
H 2.411 -3.739 5.606
H 1.096 -4.418 4.766
H 1.205 -2.588 4.777
H 3.409 -4.329 3.563
H 3.130 -2.555 3.581
H 1.721 -4.774 2.032
H 2.468 -3.262 1.362
C 6.549 3.819 1.384
C 6.306 2.900 0.230
C 6.030 3.573 -1.172
C 7.131 4.396 -1.701
N 8.012 4.993 -2.131
H 6.812 3.179 2.227
H 5.580 4.196 1.709
H 7.231 4.664 1.291
H 5.499 2.199 0.442
H 7.171 2.247 0.111
H 5.201 4.277 -1.235
H 5.871 2.832 -1.955
C -1.046 4.403 -4.080
C -0.777 3.043 -4.747
C -1.775 1.883 -4.709
C -1.937 1.357 -3.370
N -2.039 0.919 -2.315
H -2.077 4.716 -3.917
H -0.496 5.205 -4.573
H -0.551 4.507 -3.114
H 0.098 2.603 -4.269
H -0.560 3.122 -5.813
H -1.482 0.997 -5.273
H -2.781 2.148 -5.033
C -0.524 -4.960 -3.580
C -1.837 -4.441 -4.220
C -2.082 -2.901 -3.955
C -1.860 -2.531 -2.547
N -1.670 -2.267 -1.439
H -0.173 -4.302 -2.785
H 0.272 -5.187 -4.289
H -0.764 -5.896 -3.076
H -2.626 -4.923 -3.642
H -1.952 -4.831 -5.231
H -2.985 -2.483 -4.400
H -1.396 -2.343 -4.593
C 3.798 -4.142 -3.486
C 3.179 -3.018 -2.590
C 2.948 -3.469 -1.188
C 2.149 -4.743 -1.004
N 1.629 -5.739 -0.856
H 4.710 -4.596 -3.099
H 3.977 -3.821 -4.513
H 3.196 -5.051 -3.509
H 2.284 -2.691 -3.119
H 3.887 -2.190 -2.632
H 2.442 -2.637 -0.698
H 3.819 -3.530 -0.536
C -2.729 6.037 0.873
C -3.975 6.091 1.824
C -3.770 5.244 3.102
C -3.182 3.879 2.915
N -2.669 2.875 2.727
H -2.933 6.643 -0.009
H -2.682 5.054 0.404
H -1.765 6.354 1.272
H -4.796 5.607 1.294
H -4.257 7.130 1.993
H -4.696 5.161 3.670
H -3.124 5.781 3.796
C -4.292 -0.306 7.060
C -3.090 -1.135 7.311
C -2.782 -1.994 6.108
C -2.698 -1.203 4.855
N -2.697 -0.618 3.824
H -5.133 -0.994 7.139
H -4.294 0.082 6.042
H -4.410 0.577 7.687
H -3.239 -1.830 8.137
H -2.172 -0.563 7.440
H -3.506 -2.799 5.978
H -1.872 -2.571 6.267
N 4.675 4.476 -4.281
C 3.405 4.532 -3.798
C 3.113 5.819 -3.631
C 4.193 6.596 -4.043
C 5.199 5.752 -4.318
H 5.192 3.616 -4.396
H 2.788 3.665 -3.615
H 2.213 6.251 -3.219
H 4.276 7.671 -3.977
H 6.148 5.943 -4.798
N 1.953 0.374 -2.883
C 1.008 -0.076 -3.784
C 1.497 0.058 -5.108
C 2.834 0.492 -4.892
C 3.148 0.723 -3.531
H 1.773 0.392 -1.890
H 0.061 -0.348 -3.342
H 0.957 -0.154 -6.019
H 3.477 0.634 -5.748
H 4.028 0.874 -2.922
N -0.816 -7.098 0.656
C -1.142 -5.888 1.310
C -2.126 -6.017 2.249
C -2.492 -7.387 2.115
C -1.682 -8.053 1.171
H -0.159 -7.162 -0.108
H -0.577 -4.998 1.073
H -2.520 -5.198 2.832
H -3.276 -7.910 2.642
H -1.554 -9.067 0.822
N 3.847 -0.685 1.171
C 4.525 -0.679 2.328
C 5.879 -0.899 2.036
C 6.006 -1.035 0.680
C 4.738 -0.878 0.126
H 2.845 -0.559 1.135
H 3.922 -0.523 3.210
H 6.662 -1.022 2.769
H 6.903 -1.284 0.131
H 4.395 -0.966 -0.895

Summary:
**Frontier orbital gap**: 1.95 eV
**E_LUMO**: -8.079 eV
**Charge**: +1

Here are the Mulliken charges for atoms 1 to 5, given in e: 1.9117 1.7245 -0.6187 -0.4805 -0.5571